DFT (ωB97M-V/def2-TZVPD) results for C45H80BIN10O2PS2Ti as an isolated structure in a non-equilibrium geometry.

Geometry (Å):
Ti (-0.4430, 0.1006, 0.1292)
C (-3.9632, 0.9767, -1.3255)
C (-4.3571, -0.2960, -0.5940)
C (-4.5062, -1.4710, -1.5705)
C (-3.5404, -0.6212, 0.6463)
C (-4.2293, -1.1361, 1.7352)
C (-3.3510, -1.2399, 2.7907)
C (-3.9124, -1.6383, 4.1421)
C (-2.9867, -2.0414, 5.2854)
C (-4.8652, -0.5263, 4.6221)
N (-2.1456, -0.8315, 2.3398)
N (-2.2420, -0.4651, 1.0195)
B (-0.7547, -0.8554, 3.0122)
N (-0.0954, 0.5422, 3.0434)
N (0.5118, 1.0650, 1.9308)
C (1.0252, 2.2535, 2.2861)
C (0.7611, 2.4704, 3.6384)
C (0.0580, 1.3783, 4.0901)
C (-0.5122, 1.3113, 5.4786)
C (-0.0436, 0.1254, 6.3268)
C (-2.0396, 1.4247, 5.4112)
C (1.8337, 3.2712, 1.5231)
C (3.2997, 2.8304, 1.4910)
C (1.3070, 3.6295, 0.1380)
N (0.2015, -1.8080, 2.2402)
N (0.7253, -1.5099, 1.0033)
C (1.5810, -2.5100, 0.6905)
C (1.6160, -3.4097, 1.7545)
C (0.7247, -2.9564, 2.7002)
C (0.3620, -3.8024, 3.8907)
C (-0.9949, -4.4740, 3.6306)
C (0.4614, -3.1390, 5.2669)
C (2.4338, -2.7991, -0.5307)
C (2.4091, -4.3074, -0.8297)
C (2.1039, -2.0612, -1.8173)
H (-4.5962, 1.1074, -2.2053)
H (-2.9308, 0.9349, -1.6578)
H (-4.1064, 1.8312, -0.6651)
H (-5.3534, -0.1206, -0.1816)
H (-3.6484, -1.5581, -2.2246)
H (-5.3867, -1.3076, -2.1942)
H (-4.6291, -2.4154, -1.0379)
H (-5.2761, -1.3825, 1.7484)
H (-4.5324, -2.5125, 3.9191)
H (-2.3903, -1.2029, 5.6384)
H (-2.3279, -2.8600, 5.0069)
H (-3.6048, -2.3799, 6.1177)
H (-4.3420, 0.4192, 4.7445)
H (-5.3039, -0.8081, 5.5813)
H (-5.6702, -0.3588, 3.9105)
H (-0.8824, -1.2494, 4.1148)
H (1.0458, 3.3327, 4.2162)
H (-0.1350, 2.2115, 5.9689)
H (-0.6091, -0.7758, 6.1071)
H (-0.1822, 0.3581, 7.3832)
H (1.0143, -0.0758, 6.1535)
H (-2.4332, 0.7036, 4.6981)
H (-2.3362, 2.4197, 5.0789)
H (-2.4862, 1.2449, 6.3904)
H (1.7757, 4.1763, 2.1343)
H (3.4142, 2.0121, 0.7907)
H (3.6289, 2.5126, 2.4824)
H (3.9336, 3.6614, 1.1736)
H (1.2248, 2.7479, -0.4913)
H (1.9871, 4.3347, -0.3412)
H (0.3343, 4.1053, 0.2153)
H (2.2111, -4.3008, 1.8378)
H (1.1141, -4.5945, 3.8802)
H (-1.7448, -3.7441, 3.3272)
H (-1.3410, -5.0012, 4.5208)
H (-0.8992, -5.1987, 2.8211)
H (-0.4487, -2.6109, 5.5344)
H (1.2965, -2.4388, 5.2920)
H (0.6334, -3.9046, 6.0246)
H (3.4541, -2.5275, -0.2479)
H (1.3774, -4.6592, -0.8733)
H (2.9462, -4.8952, -0.0863)
H (2.8807, -4.4875, -1.7970)
H (1.3487, -2.5999, -2.3805)
H (3.0011, -1.9858, -2.4321)
H (1.7542, -1.0567, -1.6124)
C (-0.7328, -0.5585, -4.7602)
C (-0.7482, -0.7591, -3.2716)
S (-0.3134, 0.5989, -2.3201)
C (-1.1070, -1.9639, -2.7094)
C (-1.4545, -3.1578, -3.5552)
S (-1.1559, -2.1697, -1.0210)
H (-0.5765, 0.4912, -4.9974)
H (-1.6764, -0.8843, -5.2016)
H (0.0644, -1.1444, -5.2253)
H (-2.2308, -2.9079, -4.2805)
H (-1.8106, -3.9677, -2.9238)
H (-0.5757, -3.5047, -4.1053)
N (-1.9917, 3.7065, -0.5415)
C (-1.8371, 2.7459, 0.4684)
O (-1.1852, 1.6413, 0.0780)
C (-2.2622, 2.9200, 1.7216)
I (-5.6014, 2.3245, 1.8246)
H (-1.8328, 3.3189, -1.4602)
H (-2.8593, 4.2194, -0.4838)
H (-2.7518, 3.8322, 2.0177)
H (-2.1304, 2.1506, 2.4656)
O (2.5591, 1.0042, -1.1525)
P (3.9339, 0.8782, -1.6936)
N (4.7821, -0.3281, -0.9320)
C (4.8523, -0.3285, 0.5386)
C (5.8704, -1.4211, 0.8613)
C (6.8118, -1.3743, -0.3461)
C (5.8439, -1.1539, -1.5064)
N (4.8357, 2.2586, -1.4450)
C (4.4208, 3.5125, -2.0706)
C (5.7230, 4.1092, -2.5956)
C (6.7058, 3.7240, -1.4855)
C (6.2356, 2.3341, -1.0284)
N (3.9942, 0.4880, -3.3111)
C (2.7943, 0.3856, -4.1403)
C (3.0749, 1.2161, -5.4121)
C (4.5139, 1.7370, -5.2485)
C (5.1094, 0.8074, -4.1915)
H (3.8658, -0.5135, 0.9706)
H (5.2059, 0.6358, 0.9171)
H (5.3865, -2.3994, 0.9114)
H (6.3818, -1.2419, 1.8055)
H (7.4017, -2.2820, -0.4641)
H (7.4899, -0.5225, -0.2574)
H (5.4319, -2.1172, -1.8366)
H (6.3148, -0.6790, -2.3671)
H (3.9866, 4.1894, -1.3275)
H (3.6616, 3.3247, -2.8327)
H (5.6585, 5.1868, -2.7393)
H (6.0103, 3.6461, -3.5421)
H (6.6150, 4.4350, -0.6630)
H (7.7433, 3.7068, -1.8145)
H (6.3284, 2.2352, 0.0575)
H (6.8322, 1.5397, -1.4881)
H (1.9398, 0.7469, -3.5819)
H (2.6107, -0.6614, -4.4043)
H (2.3585, 2.0297, -5.5187)
H (2.9963, 0.5829, -6.2960)
H (4.5099, 2.7650, -4.8859)
H (5.0727, 1.7042, -6.1830)
H (5.9359, 1.2550, -3.6386)
H (5.4733, -0.1111, -4.6695)

The total energy is -129817.8534 eV. Its multiplicity is 2. The LUMO energy (spin up / spin down) comes out at -0.76 / -2.13 eV. The calculation puts the HOMO energy (spin up / spin down) at -5.759 / -5.731 eV. As for the frontier orbital gap (spin up / spin down): 0.184 / 0.132 hartree.